Entry 1:
{
  "formula": "C17H14F9N4O8",
  "method": "the ωB97M-V functional and the def2-TZVPD basis",
  "species": ["N", "N", "C", "N", "N", "C", "F", "F", "C", "F", "F", "C", "F", "F", "C", "F", "F", "F", "H", "H", "H", "H", "H", "H", "C", "C", "C", "O", "C", "C", "C", "O", "O", "O", "H", "H", "H", "H", "C", "C", "C", "O", "C", "C", "C", "O", "O", "O", "H", "H", "H", "H"],
  "coordinates": [[-5.84384, -2.99043, -2.99041], [-4.53878, -3.18712, -3.47084], [-3.49780, -2.50677, -3.05643], [-2.21186, -2.83481, -3.47299], [-3.67424, -1.55759, -2.10075], [-2.75768, -0.44448, -1.86916], [-3.23917, 0.18341, -0.79510], [-1.54293, -0.91353, -1.62079], [-2.62310, 0.62572, -3.01485], [-1.89616, 0.06962, -4.02393], [-1.94524, 1.65327, -2.49198], [-3.95027, 1.18838, -3.61422], [-4.59284, 1.87393, -2.66273], [-4.75682, 0.14047, -4.00373], [-3.77091, 2.08575, -4.87256], [-3.36799, 1.34014, -5.90558], [-4.94506, 2.62269, -5.15971], [-2.87823, 3.03819, -4.64709], [-6.46728, -3.59688, -3.51069], [-6.13205, -2.03655, -3.19814], [-4.39275, -3.97155, -4.09239], [-1.91563, -2.30794, -4.29154], [-2.13275, -3.82568, -3.68652], [-4.63079, -1.26116, -1.95590], [0.44779, -0.53838, 3.15252], [1.43318, -1.12564, 3.85113], [2.39690, -2.09677, 3.21180], [3.26375, -2.56859, 3.91686], [2.24384, -2.40388, 1.79801], [1.26106, -1.81519, 1.10773], [0.30444, -0.83770, 1.74653], [-0.55105, -0.35727, 1.01951], [1.03164, -2.02697, -0.18449], [1.65762, -0.90543, 5.13212], [-0.24457, 0.16110, 3.59901], [2.93962, -3.10255, 1.35485], [0.28370, -1.44622, -0.42052], [2.45615, -1.41774, 5.37142], [5.47355, 2.32544, 4.58394], [5.56132, 3.58084, 4.11949], [4.99169, 3.98566, 2.77999], [5.10732, 5.15237, 2.46042], [4.34855, 2.97265, 1.96216], [4.27385, 1.71964, 2.42483], [4.81682, 1.32258, 3.77517], [4.64905, 0.16132, 4.10522], [3.70754, 0.71492, 1.76451], [6.13708, 4.56989, 4.78125], [5.87013, 2.02922, 5.54455], [3.95470, 3.26758, 0.99999], [3.83567, -0.07405, 2.32932], [6.05285, 5.36610, 4.22073]],
  "forces_ev_per_a": [[0.038, 0.246, 0.246], [0.076, -0.048, -0.171], [0.379, 0.006, 0.746], [-0.747, -0.311, -0.394], [0.004, 0.272, -1.294], [-0.124, -0.054, 0.221], [-0.023, -0.031, -0.051], [0.034, 0.069, -0.083], [0.089, 0.109, -0.113], [-0.285, 0.032, 0.293], [-0.005, -0.264, -0.179], [-0.102, -0.278, 0.093], [0.097, -0.139, -0.140], [0.301, 0.194, 0.195], [0.156, -0.081, -0.122], [-0.072, 0.091, 0.165], [-0.040, 0.067, -0.029], [-0.091, -0.042, 0.019], [0.033, -0.145, 0.121], [-0.018, -0.008, -0.197], [0.051, 0.136, -0.051], [0.216, 0.261, 0.310], [0.056, 0.079, 0.048], [-0.059, -0.160, 0.301], [-0.136, 0.064, -0.101], [0.012, 0.123, 0.126], [0.048, -0.205, -0.264], [-0.053, -0.033, 0.131], [0.110, -0.071, 0.061], [0.084, -0.013, -0.044], [-0.022, 0.080, 0.293], [-0.029, -0.017, -0.106], [0.036, -0.041, -0.030], [-0.031, -0.004, -0.041], [0.022, 0.008, 0.024], [-0.018, 0.003, -0.027], [-0.007, 0.054, 0.122], [0.039, -0.010, -0.028], [0.001, -0.171, 0.052], [0.054, 0.018, 0.118], [-0.134, -0.137, -0.209], [0.051, 0.067, 0.054], [0.005, 0.123, -0.059], [-0.084, 0.001, -0.131], [0.091, 0.191, 0.235], [-0.043, -0.087, -0.041], [0.014, 0.033, -0.062], [-0.013, -0.036, 0.001], [0.009, 0.028, 0.004], [-0.006, -0.014, 0.000], [0.052, 0.037, 0.027], [-0.017, 0.009, -0.040]],
  "lumo_energy_ev": -3.7186,
  "total_charge": 1,
  "homo_lumo_gap_ev": 7.3
}

---

Entry 2:
{
  "formula": "C17H14FLiO2S",
  "method": "the ωB97M-V functional and the def2-TZVPD basis",
  "species": ["F", "S", "C", "C", "C", "C", "C", "C", "C", "C", "O", "O", "H", "H", "H", "H", "H", "H", "H", "C", "Li", "C", "C", "C", "C", "C", "C", "C", "C", "H", "H", "H", "H", "H", "H", "H"],
  "coordinates": [[-0.12800, 3.30570, -1.09788], [1.42149, 2.87450, -1.16872], [1.57081, 1.91664, 0.24798], [2.25248, 0.73317, 0.20174], [2.37371, -0.20459, 1.31424], [3.15882, -1.37729, 1.16349], [3.06277, -2.40567, 2.09939], [2.21633, -2.26885, 3.21337], [1.53436, -1.06068, 3.43411], [1.66310, -0.01094, 2.52310], [1.46535, 1.97882, -2.33130], [2.16813, 4.08782, -1.18988], [1.10325, 2.36552, 1.12451], [3.12347, 0.68029, -0.50248], [3.79865, -1.47898, 0.27944], [3.62611, -3.33124, 1.94361], [2.07980, -3.10884, 3.89576], [0.88767, -0.93492, 4.30638], [1.15540, 0.93913, 2.70472], [-2.58907, -0.25461, -1.14960], [2.30418, 0.28411, -2.13641], [-1.87092, 0.52535, -0.20428], [-0.57796, -0.04472, -0.02609], [-0.45799, -1.17422, -0.90112], [-1.71889, -1.28938, -1.62425], [-1.88840, -2.31600, -2.55921], [-0.83208, -3.19802, -2.81441], [0.38744, -3.08481, -2.11538], [0.56731, -2.10262, -1.13748], [-3.59582, -0.09387, -1.52325], [-2.24646, 1.39823, 0.32556], [0.06867, 0.16078, 0.80731], [-2.84742, -2.40257, -3.07198], [-0.96147, -3.99035, -3.55339], [1.20385, -3.77296, -2.34112], [1.47888, -2.05473, -0.53370]],
  "forces_ev_per_a": [[1.825, -0.444, 0.135], [-1.658, 0.210, -1.682], [0.183, -0.947, 0.090], [2.106, 1.760, 0.968], [0.372, -0.326, 0.555], [-0.587, 0.395, 0.173], [-0.062, 0.129, 0.175], [0.016, 0.256, -0.396], [0.351, 0.100, -0.202], [-0.020, -0.554, -0.327], [0.668, 0.681, 1.045], [-0.317, -0.646, 0.200], [-0.181, -0.436, -0.307], [-0.883, -0.253, 0.130], [-0.297, -0.091, 0.283], [-0.232, 0.381, 0.109], [0.086, 0.288, -0.164], [0.321, -0.074, -0.270], [0.016, -0.431, -0.040], [0.630, 0.551, 0.182], [-1.107, -0.357, -0.334], [-0.283, -1.386, -0.727], [-0.865, -0.244, -0.104], [-0.483, 0.969, 0.329], [0.044, 0.371, 0.438], [0.367, -0.017, 0.114], [-0.192, 0.190, 0.053], [0.099, 0.028, -0.100], [0.417, 0.184, -0.353], [0.183, 0.124, 0.125], [0.004, -0.217, -0.093], [-0.392, -0.044, -0.113], [0.263, -0.127, 0.012], [0.085, 0.198, 0.197], [-0.249, 0.052, 0.118], [-0.228, -0.273, -0.218]],
  "lumo_energy_ev": -1.7494,
  "total_charge": 0,
  "homo_lumo_gap_ev": 3.8
}